Entry 1:
The following is a quantum chemistry calculation of one molecule with the formula C4H9NO, from the OMol25 dataset.

CARTESIAN COORDINATES (ANGSTROEM)
C1 2.43 0.64 0.44
C2 1.04 0.19 0.02
N1 0.29 -0.22 1.20
C3 -0.83 -0.76 1.00
O1 -1.30 -1.07 -0.25
C4 -2.34 -0.27 -0.78
H1 2.98 -0.18 0.89
H2 3.02 1.02 -0.40
H3 2.32 1.42 1.19
H4 1.09 -0.61 -0.73
H5 0.51 1.02 -0.47
H6 -1.46 -1.05 1.84
H7 -3.33 -0.62 -0.48
H8 -2.25 -0.35 -1.87
H9 -2.24 0.79 -0.51

Computed properties:
ΔE to the lowest compared entry with this formula, charge and spin ... 183.1 kJ/mol
Max |F| ... 0.405 eV Å⁻¹
SMILES string ... CC/N=C\OC
Frontier orbital gap ... 10.861 eV
Charge ... 0

=====

Entry 2:
The following is a quantum chemistry calculation of C9H21N4O3Ru as an isolated structure at a distorted geometry, from the OMol25 dataset.

CARTESIAN COORDINATES (ANGSTROEM)
C1 -0.82 1.22 -3.47
Ru1 1.06 0.55 -2.18
N1 2.85 0.40 -0.93
N2 2.17 -0.22 -3.71
H1 2.90 -0.41 -0.30
H2 0.06 1.76 -2.96
H3 -1.71 1.74 -3.10
H4 -0.96 0.15 -3.28
H5 -0.72 1.43 -4.55
H6 2.60 -1.13 -3.56
H7 2.94 0.43 -3.89
H8 1.68 -0.30 -4.60
H9 3.75 0.45 -1.42
H10 2.78 1.23 -0.34
C2 -2.37 1.51 2.20
C3 -2.23 0.03 1.94
C4 -0.83 -0.56 1.54
C5 0.17 -0.59 2.74
C6 0.68 0.73 3.25
C7 -1.12 -2.05 1.22
O1 -1.63 -2.79 2.04
N3 -0.79 -2.54 -0.05
C8 -0.10 -1.86 -1.05
O2 0.30 -2.33 -2.11
N4 0.13 -0.52 -0.76
C9 -0.22 0.18 0.35
O3 0.06 1.40 0.30
H11 -1.78 1.83 3.07
H12 -3.43 1.70 2.43
H13 -2.08 2.10 1.32
H14 -2.54 -0.54 2.83
H15 -2.91 -0.27 1.13
H16 -0.32 -1.16 3.55
H17 1.02 -1.22 2.40
H18 -0.11 1.29 3.77
H19 1.48 0.53 3.97
H20 1.07 1.34 2.43
H21 -0.99 -3.53 -0.23

Computed properties:
Max |F| ... 3.246 eV Å⁻¹
Frontier orbital gap (alpha / beta) ... 8.230 / 8.023 eV
2S+1 ... 5
Charge ... +1
<S²> ... 6.0070

=====

Entry 3:
The following is a quantum chemistry calculation of a 3-piece molecular cluster, C20H45N6O7P3S overall at a distorted geometry, from the OMol25 dataset.

CARTESIAN COORDINATES (ANGSTROEM)
O1 -2.91 -2.55 0.42
C1 -2.02 -3.20 -0.07
O2 -2.06 -3.49 -1.40
C2 -0.85 -3.76 0.70
C3 0.53 -3.37 0.09
C4 1.10 -2.18 0.88
C5 2.11 -1.30 0.22
C6 2.01 -0.27 -0.64
P1 0.53 0.24 -1.53
S1 -1.06 0.64 -0.53
C7 3.35 0.38 -0.57
O3 3.48 1.57 -0.54
O4 4.34 -0.47 -0.09
C8 3.58 -1.56 0.30
O5 4.03 -2.66 0.27
H1 -1.27 -3.98 -1.65
H2 -0.96 -4.85 0.69
H3 -0.92 -3.44 1.73
H4 0.45 -3.11 -0.97
H5 1.19 -4.22 0.24
H6 0.29 -1.51 1.17
H7 1.53 -2.56 1.80
H8 0.27 -0.93 -2.28
H9 0.95 1.14 -2.53
O6 -3.29 -3.51 4.15
P2 -4.14 -2.53 4.92
N1 -3.18 -1.12 4.80
C9 -3.26 0.01 5.70
C10 -3.00 -0.64 3.43
N2 -3.93 -3.23 6.50
C11 -2.71 -2.94 7.23
C12 -4.19 -4.67 6.51
N3 -5.61 -1.68 5.43
C13 -6.29 -1.96 6.70
C14 -6.62 -1.68 4.35
H10 -4.10 0.69 5.47
H11 -2.34 0.58 5.63
H12 -3.37 -0.30 6.74
H13 -3.90 -0.12 3.06
H14 -2.78 -1.46 2.74
H15 -2.15 0.05 3.37
H16 -1.81 -3.07 6.62
H17 -2.63 -3.60 8.10
H18 -2.72 -1.93 7.63
H19 -3.35 -5.25 6.11
H20 -5.07 -4.90 5.91
H21 -4.39 -5.01 7.53
H22 -6.65 -2.99 6.77
H23 -7.15 -1.30 6.78
H24 -5.64 -1.75 7.54
H25 -7.06 -2.67 4.19
H26 -6.16 -1.37 3.41
H27 -7.42 -0.97 4.56
O7 2.51 2.06 -4.25
P3 3.17 2.99 -5.24
N4 4.77 2.37 -5.22
C15 5.93 3.13 -5.62
C16 4.89 1.00 -5.68
N5 3.10 4.43 -4.27
C17 4.11 4.62 -3.23
C18 1.77 4.69 -3.74
N6 3.37 3.92 -6.73
C19 3.17 5.37 -6.79
C20 2.62 3.30 -7.85
H28 6.07 3.16 -6.71
H29 6.82 2.68 -5.19
H30 5.90 4.16 -5.27
H31 4.83 0.93 -6.78
H32 4.10 0.37 -5.26
H33 5.84 0.57 -5.37
H34 4.23 3.73 -2.60
H35 3.82 5.45 -2.59
H36 5.07 4.89 -3.65
H37 1.55 4.06 -2.87
H38 1.01 4.49 -4.49
H39 1.68 5.73 -3.45
H40 2.16 5.68 -6.53
H41 3.38 5.71 -7.81
H42 3.88 5.89 -6.14
H43 1.54 3.43 -7.73
H44 2.84 2.23 -7.89
H45 2.92 3.73 -8.80

Computed properties:
Max |F| ... 6.195 eV Å⁻¹
SMILES string ... O=C(O)CCCC1=C([PH2]=S)C(=O)OC1=O.CN(C)P(=O)(N(C)C)N(C)C.CN(C)P(=O)(N(C)C)N(C)C
Frontier orbital gap ... 7.193 eV
Charge ... 0

=====

Entry 4:
The following is a quantum chemistry calculation of a 2-piece molecular cluster, C3H10N2O2 overall at a distorted geometry, from the OMol25 dataset.

CARTESIAN COORDINATES (ANGSTROEM)
C1 1.12 2.00 -0.44
N1 0.26 0.96 -0.17
C2 0.75 -0.42 -0.28
C3 0.00 -1.41 0.62
N2 0.94 -2.37 1.18
O1 0.79 3.15 -0.55
H1 2.17 1.65 -0.52
H2 -0.72 1.05 -0.39
H3 1.82 -0.41 -0.11
H4 0.62 -0.74 -1.33
H5 -0.66 -0.81 1.28
H6 -0.76 -1.88 0.00
H7 0.43 -3.22 1.34
H8 1.28 -2.11 2.09
H9 -2.41 1.13 -1.53
H10 -2.72 2.19 -0.49
O2 -2.88 1.24 -0.70

Computed properties:
ΔE to the lowest compared entry with this formula, charge and spin ... 129.8 kJ/mol
Max |F| ... 1.394 eV Å⁻¹
SMILES string ... NCCNC=O.O
Frontier orbital gap ... 10.254 eV
Charge ... 0